ORCA calculation (ωB97M-V with the def2-TZVPD basis set) on a 3-piece molecular cluster, C11H30N2O12P3S overall in a non-equilibrium geometry.

Summary:
molecular weight = 507.35 g/mol
E = -78142.116 eV

```
! wB97M-V def2-TZVPD RIJCOSX def2/J DEFGRID3
* xyz -1 1
N -2.47 -0.80 3.28
P -2.43 0.36 2.20
O -1.42 -0.19 0.97
O -3.98 0.49 1.58
C -1.90 2.02 2.84
N -1.38 2.01 4.21
C -0.78 2.75 1.93
C 0.61 2.01 1.90
C 1.03 1.74 0.37
S 1.92 0.14 0.25
C -3.12 3.07 2.83
O -3.70 3.40 1.78
O -3.47 3.61 3.95
H -2.16 -0.40 4.17
H -1.05 -1.02 1.32
H -3.97 -0.15 0.85
H -1.05 2.93 4.49
H -0.66 1.29 4.34
H -0.61 3.73 2.46
H -1.17 3.03 0.92
H 1.45 2.57 2.39
H 0.49 1.01 2.40
H 1.58 2.60 -0.07
H 0.06 1.66 -0.20
H 1.04 -0.91 0.26
C -1.26 -7.52 0.14
O -1.80 -6.21 0.16
P -1.00 -5.02 1.09
O 0.27 -5.08 0.28
O -0.96 -6.03 2.40
C -2.18 -6.21 3.12
O -0.52 -3.71 2.06
C 0.81 -3.72 2.57
H -1.30 -7.88 -0.88
H -0.23 -7.55 0.50
H -1.88 -8.17 0.77
H -2.27 -7.27 3.36
H -3.05 -5.90 2.54
H -2.14 -5.64 4.04
H 1.50 -3.35 1.81
H 1.11 -4.71 2.90
H 0.84 -3.04 3.42
C 2.28 1.07 -4.86
O 3.45 1.88 -4.94
P 3.35 3.49 -4.41
O 3.02 3.12 -2.98
O 1.99 3.73 -5.32
C 2.16 3.88 -6.72
O 3.44 5.17 -4.11
C 2.44 5.74 -3.29
H 2.57 0.09 -4.49
H 1.52 1.50 -4.20
H 1.86 0.96 -5.87
H 1.38 3.30 -7.23
H 3.14 3.52 -7.06
H 2.05 4.93 -6.99
H 2.69 5.59 -2.24
H 1.45 5.33 -3.50
H 2.42 6.82 -3.49
*
```